(1)
{"formula": "C4H8N2S", "method": "ωB97M-V/def2-TZVPD", "symbols": ["C", "N", "C", "C", "N", "C", "S", "H", "H", "H", "H", "H", "H", "H", "H"], "coordinates": [[2.63, -1.09, -0.10], [1.28, -0.69, -0.11], [0.93, 0.46, 0.25], [-0.37, 0.90, 0.03], [-1.36, 0.03, 0.11], [-2.75, 0.57, -0.24], [-1.32, -1.51, 0.44], [2.59, -2.15, 0.09], [3.00, -0.74, -1.04], [3.25, -0.75, 0.75], [1.78, 1.23, 0.50], [-0.57, 1.91, 0.19], [-3.10, 0.74, 0.71], [-2.77, 1.35, -0.89], [-3.21, -0.25, -0.68]], "homo_lumo_gap_ev": [7.15, 7.16], "smiles": "C/N=C/C=[N+](/C)[S-]", "e_homo_ev": [-7.46, -7.46], "total_charge": 0, "de_lowest_kcal_mol": 94.1}

(2)
{"formula": "C4H8N2S", "method": "ωB97M-V/def2-TZVPD", "symbols": ["C", "C", "C", "N", "C", "N", "S", "H", "H", "H", "H", "H", "H", "H", "H"], "coordinates": [[2.44, -0.30, 0.51], [1.53, -0.95, -0.41], [0.41, -0.42, -0.78], [0.09, 0.89, -0.36], [-1.07, 1.30, -0.15], [-2.37, 0.71, -0.08], [-2.98, -0.95, -0.04], [3.55, -0.26, 0.26], [1.93, 0.73, 0.67], [2.47, -0.57, 1.54], [1.83, -1.85, -1.05], [-0.21, -1.00, -1.44], [-1.26, 2.41, -0.33], [-2.98, 1.47, 0.16], [-3.38, -1.21, 1.48]], "homo_lumo_gap_ev": 8.57, "smiles": "C/C=C\\N=C/NS", "e_homo_ev": -8.25, "total_charge": 0, "de_lowest_kcal_mol": 85.8}

no.,energy (eV)
1,-18089.663
2,-18090.020